{"formula": "C7H10N2O2", "method": "wB97M-V/def2-TZVPD", "elements": ["C", "C", "C", "C", "C", "C", "C", "H", "H", "H", "H", "H", "H", "H", "H", "H", "H", "N", "N", "O", "O"], "xyz": [[1.4505, -1.0112, 0.2100], [2.2431, 0.1706, -0.4129], [1.6050, 1.4669, 0.1887], [0.0701, 1.9345, -0.3536], [-0.8954, 0.8913, -0.3275], [-2.0550, -0.8654, -0.7378], [-2.4243, -0.5226, 0.4926], [0.2278, -1.4428, 1.5295], [3.2092, 0.2452, 0.1381], [2.4701, 0.0531, -1.5218], [1.3241, 1.3224, 1.2303], [2.3468, 2.2214, 0.3738], [-0.3181, 2.6308, 0.5242], [0.0892, 2.2049, -1.5231], [-2.4186, -1.6152, -1.3734], [-2.9286, -1.1680, 1.3406], [-1.3981, 1.0951, 1.7459], [-0.9837, -0.1007, -1.2903], [-1.6973, 0.6750, 0.7267], [0.5617, -0.6686, 1.1779], [1.4633, -2.0755, -0.2874]], "forces_ev_per_angstrom": [[-0.12, 2.13, -1.86], [-0.17, 0.88, 2.17], [-2.62, 0.09, -0.65], [2.84, 2.08, -0.27], [-0.18, -4.03, -1.91], [2.26, -0.06, -2.10], [-0.27, -0.14, 3.09], [-1.31, -2.83, 0.97], [-0.22, -0.73, -0.63], [-0.82, 0.20, 1.58], [0.33, -0.83, 0.05], [0.08, 1.06, -1.16], [1.04, -0.23, -2.57], [0.13, 0.51, 2.93], [-0.53, -1.21, -0.30], [0.73, 1.96, -2.09], [-1.35, -1.50, -3.63], [-2.62, 2.39, 3.13], [0.20, 0.60, 3.73], [2.28, 2.17, -0.31], [0.32, -2.51, -0.17]], "lowdin_charge": [-0.529, -0.066, -0.149, -0.095, -0.486, -0.174, -0.130, 0.087, 0.119, 0.147, 0.081, 0.085, 0.141, 0.158, 0.079, 0.145, 0.228, 0.129, 0.037, 0.062, 0.129], "orbital_gap_ev": 8.967, "e_homo_ev": -8.52, "energy_ha": -532.64581, "spin_multiplicity": 1, "e_above_lowest_kcal_mol": 69.8, "lumo_energy_ev": 0.443, "total_charge": 0, "smiles": "O=C(O)CCCc1ncc[nH]1"}

***

{"formula": "C4H13O5", "method": "wB97M-V/def2-TZVPD", "elements": ["O", "C", "O", "C", "C", "C", "H", "H", "H", "H", "H", "H", "H", "H", "H", "O", "H", "H", "O", "H", "H", "O"], "xyz": [[1.6569, 0.6339, -0.3791], [0.7771, 1.4627, -0.7317], [0.9089, 2.6024, -0.2852], [-0.3119, 0.8437, -1.5589], [-1.0908, -0.0021, -0.5463], [-2.3728, -0.5442, -1.3532], [0.1202, -0.0394, -2.1524], [-0.9133, 1.5482, -2.2426], [-1.4836, 0.6709, 0.2950], [-0.4973, -0.8035, -0.0514], [-3.1627, 0.2858, -1.3496], [-2.2283, -0.7573, -2.3350], [-2.8768, -1.3516, -0.9218], [1.8963, 0.5119, 1.3017], [2.0945, -0.8672, 1.7704], [2.2062, 0.0034, 2.2019], [1.4721, -1.1056, -0.0949], [2.7460, -1.7994, -0.5855], [1.8946, -1.9509, -0.1866], [0.5185, 0.1808, 2.8313], [-0.9886, 0.5628, 3.1967], [-0.3650, -0.0853, 3.1773]], "forces_ev_per_angstrom": [[0.79, -2.40, 0.34], [2.05, 0.99, 0.83], [-2.08, 1.57, -0.91], [0.11, -1.12, -1.06], [-3.10, 0.58, 0.09], [-0.45, 3.31, 3.37], [-0.12, 1.83, 0.10], [0.66, -1.08, 1.37], [0.51, -1.00, -1.00], [-0.41, 0.62, -0.74], [1.07, -0.85, -0.03], [1.03, -0.67, -2.95], [-0.53, -1.49, 0.97], [1.26, -0.55, 1.83], [0.39, -0.05, 0.73], [-1.38, 0.77, -2.79], [0.01, 1.61, -0.62], [0.18, 0.49, -0.14], [0.00, -2.43, 0.49], [-0.37, 0.14, 0.16], [-2.14, 3.06, -0.20], [2.51, -3.33, 0.17]], "lowdin_charge": [-0.127, -0.737, -0.019, -0.155, -0.224, -0.102, 0.135, 0.136, 0.123, 0.102, 0.088, 0.012, 0.028, 0.080, 0.013, -0.154, -0.052, 0.031, -0.076, 0.001, -0.043, -0.060], "orbital_gap_ev": 8.381, "e_homo_ev": -4.74, "energy_ha": -536.45557, "spin_multiplicity": 1, "e_above_lowest_kcal_mol": 39.5, "lumo_energy_ev": 3.640, "total_charge": -1}

***

{"formula": "H28O14", "method": "wB97M-V/def2-TZVPD", "elements": ["H", "H", "H", "H", "H", "H", "H", "H", "H", "H", "H", "H", "H", "H", "H", "H", "H", "H", "H", "H", "H", "H", "H", "H", "H", "H", "H", "H", "O", "O", "O", "O", "O", "O", "O", "O", "O", "O", "O", "O", "O", "O"], "xyz": [[-0.5495, -1.0329, -0.4226], [-0.1920, -0.0057, 0.7254], [2.9373, -0.5922, -3.7170], [1.5896, -1.2301, -3.7800], [1.9733, -2.9991, 0.5801], [1.2536, -3.4270, 1.8580], [2.6014, 3.2915, -0.1556], [3.0026, 1.8732, -0.5874], [1.2018, -1.4159, 1.9771], [1.7542, -2.0410, 3.1437], [4.6441, 0.3767, -1.7320], [4.0612, -0.3551, -0.5244], [-1.0198, 1.1482, -1.2513], [-1.4226, 2.3594, -0.4597], [-2.8326, 3.8232, 0.9969], [-2.9384, 2.9937, 2.2542], [-3.4292, 0.3276, -1.1655], [-3.8290, -0.8619, -0.2937], [-0.2954, -2.2839, 2.7910], [-0.4011, -1.9571, 4.2776], [1.3728, 1.2614, -0.5737], [1.0737, 1.7155, -1.9523], [-2.2264, 1.1748, -3.1371], [-2.5406, 2.7593, -3.1841], [-0.5761, -2.5632, -1.1887], [-0.0920, -2.8194, 0.1674], [-1.4553, 1.0587, 2.8560], [-1.6642, 0.9243, 1.4151], [-0.3245, -0.9343, 0.5348], [2.4120, -1.2445, -3.2712], [1.9195, -3.6831, 1.2477], [3.1760, 2.5948, 0.0018], [1.1518, -1.3608, 2.9389], [3.8246, 0.0343, -1.3336], [-1.2319, 1.4148, -0.3077], [-3.3726, 3.7251, 1.8394], [-3.8706, -0.5275, -1.2021], [-0.8179, -2.3468, 3.5876], [0.9845, 0.9099, -1.3617], [-2.8330, 1.8343, -3.5313], [-0.8574, -2.6127, -0.2787], [-2.1616, 0.6936, 2.2186]], "forces_ev_per_angstrom": [[0.34, 0.93, 1.96], [0.20, 0.40, 0.04], [0.58, 0.48, -0.11], [0.13, -0.20, 0.13], [0.08, 0.21, -0.21], [-1.04, 0.11, 0.78], [-1.66, 1.96, -0.60], [0.24, -0.63, -0.81], [-0.34, 0.89, -0.38], [1.51, -1.16, 1.14], [-0.33, -0.28, 0.45], [0.70, -0.84, 1.66], [0.11, -0.05, 1.95], [-0.09, -0.38, 0.51], [-1.23, 0.01, 1.60], [0.20, -1.10, 0.60], [-0.18, 0.02, 0.17], [0.07, 0.09, -0.21], [-0.39, 0.51, 0.65], [2.17, 1.89, 2.63], [0.11, -0.09, 1.23], [-0.08, -1.56, 0.59], [-0.50, 0.61, -0.36], [-0.70, -2.63, -0.91], [-0.08, -0.80, -0.78], [2.36, -0.92, 1.59], [-1.84, -1.17, -0.66], [-0.88, -0.49, -0.29], [1.67, 3.95, 1.13], [-0.94, -0.56, -0.26], [0.98, -0.58, -0.72], [1.79, -1.33, 1.33], [1.21, 1.72, -1.37], [-0.01, 1.38, -1.84], [-0.81, 1.23, -2.21], [0.93, 1.00, -2.21], [0.18, -0.08, 0.12], [-4.26, -3.37, -2.44], [0.28, 1.52, -2.51], [1.17, 2.00, 1.20], [-4.05, -4.50, -3.94], [2.38, 1.82, 1.36]], "lowdin_charge": [0.060, 0.015, 0.014, 0.038, 0.039, -0.003, 0.002, -0.032, 0.019, 0.035, 0.076, 0.028, 0.061, 0.072, 0.051, -0.017, -0.005, 0.049, -0.021, -0.029, 0.005, 0.100, 0.016, 0.088, 0.070, -0.013, 0.092, -0.035, -0.117, -0.062, -0.006, -0.009, -0.046, -0.030, -0.097, -0.065, -0.056, -0.027, -0.066, -0.088, -0.027, -0.077], "orbital_gap_ev": 9.458, "e_homo_ev": -10.47, "energy_ha": -1069.94992, "spin_multiplicity": 1, "e_above_lowest_kcal_mol": 157.5, "lumo_energy_ev": -1.015, "total_charge": 0}